Computed, not measured: a molecular structure, C17H23EuF5NO2P2 in a non-equilibrium geometry, with the ωB97M-V functional and the def2-TZVPD basis.

Orbital gap (spin up / spin down) (eV): 7.34 / 8.15
E (eV): -75076.075
2S+1: 8
Net charge: +1

Each line ends with the Löwdin spin population.
Cartesian coordinates (Å):
Eu 0.5250 1.1694 -0.1215  7.033
P 2.3126 -1.1076 0.4662  -0.006
C 2.4886 -1.4359 -1.3480  0.002
C 1.1592 -1.7307 -2.0330  0.001
N 0.0426 -1.0892 -1.6109  -0.006
C -1.1455 -1.4458 -2.1527  0.001
C -1.2409 -2.3555 -3.2048  0.000
C -0.0804 -2.9307 -3.7085  0.001
C 1.1378 -2.6179 -3.1113  0.000
C -2.4464 -0.9280 -1.5740  0.000
P -2.2784 0.6093 -0.5854  -0.004
H 2.0784 -3.0658 -3.4430  0.000
H -2.2268 -2.5911 -3.6129  0.000
H -0.1284 -3.6421 -4.5279  0.000
H -3.1767 -0.7759 -2.3878  0.000
H -2.8626 -1.7036 -0.9036  0.000
H 2.9572 -0.5384 -1.8176  0.001
H 3.1695 -2.2940 -1.4931  0.000
H 1.0069 3.5395 -1.6622  0.000
O 1.5187 2.6936 -1.6961  -0.006
H 2.0796 2.6985 -2.4925  0.000
H -0.5639 4.3191 0.3244  0.000
O -0.4622 4.1073 -0.6223  0.001
H -0.9136 4.8545 -1.0647  0.000
C -2.5141 1.8425 -1.9258  0.002
H -3.5328 1.7898 -2.3278  0.000
H -2.3449 2.8493 -1.5201  0.000
H -1.7976 1.7090 -2.7498  0.000
C -3.8649 0.6256 0.2911  -0.002
H -3.8463 1.5115 0.9476  0.000
H -4.7214 0.6755 -0.3923  0.000
H -3.9270 -0.2786 0.9220  0.000
C 2.2016 -2.8062 1.1173  -0.002
H 3.1112 -3.3764 0.8755  0.000
H 2.0865 -2.7382 2.2106  0.000
H 1.3122 -3.3126 0.7119  0.000
C 4.0453 -0.6917 0.8500  0.000
H 4.0807 -0.4292 1.9149  0.000
H 4.7064 -1.5373 0.6557  0.000
H 4.3682 0.1872 0.2750  0.000
F -0.4420 -1.7052 2.6885  0.000
C -0.2761 -0.4240 3.1362  -0.001
C 0.0849 0.5941 2.2771  -0.013
C 0.1590 1.8817 2.7658  0.000
F 0.4194 2.9669 1.9072  -0.001
C -0.0373 2.1853 4.1090  0.000
F 0.0946 3.4510 4.5540  0.000
C -0.3736 1.1481 4.9681  0.001
F -0.5747 1.4118 6.2714  0.000
C -0.5090 -0.1522 4.4894  -0.001
F -0.8587 -1.1168 5.3608  0.000

Forces on atoms 1 to 2 (eV/Å):
Eu -0.1709 -0.6938 0.3270
P 0.4069 -0.1418 -0.4848